39
Properties=species:S:1:pos:R:3:forces:R:3:lowdin_charge:R:1 method="wB97M-V/def2-TZVPD" fmax_ev_per_a=6.1 s_squared=6.01 orbital_gap_ev="8.611 / 6.045" spin_multiplicity=5 lumo_energy_ev="-10.6 / -14.8" total_energy_ha=-1614.81408 total_charge=+3
C -0.575 -3.149 -2.125 0.10 -0.63 -0.24 -0.366
I 0.865 -2.909 -0.514 -0.31 -1.23 -0.96 1.237
H -1.000 -2.191 -2.376 0.05 0.31 0.02 0.004
H -1.326 -3.843 -1.761 0.04 -0.04 0.14 0.033
H -0.022 -3.583 -2.957 0.04 0.09 0.11 0.038
Pd 0.142 -0.472 -0.074 -0.42 -0.76 -1.01 0.426
P -1.932 -0.419 1.083 -3.60 -0.87 1.77 0.821
C -2.008 -1.688 2.396 0.85 -0.12 -0.18 -0.198
C -2.672 0.998 1.950 0.82 0.53 -0.22 -0.195
H -3.725 0.771 2.155 0.18 -0.10 -0.13 0.097
H -4.201 -0.930 0.520 0.20 -0.02 -0.07 0.092
H -2.593 1.878 1.307 -0.38 0.05 0.22 0.065
H -3.355 -0.035 -0.791 -0.21 -0.25 0.03 0.078
H -1.389 -1.356 3.242 -0.24 -0.22 -0.12 0.072
H -2.149 1.173 2.895 -0.15 0.03 -0.08 0.076
C -3.271 -0.849 -0.059 0.59 0.05 -0.75 -0.197
H -3.057 -1.776 2.718 0.25 0.09 -0.13 0.094
H -3.052 -1.792 -0.571 -0.23 0.15 0.04 0.053
H -1.642 -2.656 2.030 -0.17 0.14 0.20 0.056
P 1.913 0.728 -1.095 3.38 1.50 -2.07 0.805
C 3.538 -0.013 -0.683 -0.55 -0.44 0.56 -0.208
C 1.797 0.612 -2.904 -0.86 -0.38 0.09 -0.202
H 1.344 3.065 -1.039 0.43 0.18 -0.12 0.066
H 3.035 2.801 -1.624 -0.24 -0.21 0.15 0.097
H 2.659 2.693 0.133 -0.03 0.06 -0.35 0.074
C 2.277 2.509 -0.881 -0.79 -0.11 0.65 -0.197
H 0.898 1.167 -3.211 0.30 -0.18 -0.20 0.076
H 2.694 1.073 -3.345 -0.21 -0.14 0.20 0.093
H 4.297 0.437 -1.342 -0.27 -0.07 0.15 0.094
H 3.506 -1.102 -0.821 0.22 0.31 0.00 0.035
H 1.712 -0.440 -3.207 0.06 0.30 -0.13 0.059
H 3.772 0.222 0.367 0.13 -0.12 -0.31 0.070
C 1.129 -0.827 1.547 3.10 -0.58 5.25 -0.326
O 1.721 -1.001 2.517 -1.89 0.46 -3.11 0.227
C 0.164 2.186 1.355 0.33 -0.18 -0.33 -0.112
O -0.396 1.570 0.198 0.25 1.91 1.34 -0.255
H 0.635 3.123 1.042 -0.33 0.20 0.03 0.118
H 0.918 1.577 1.884 -0.42 0.12 -0.26 0.085
H -0.649 2.448 2.043 -0.01 0.19 -0.17 0.113